# C43H49N5O2PS8SbTc

C43H49N5O2PS8SbTc as an isolated structure (ωB97M-V with the def2-TZVPD basis set, the Open Molecules 2025 dataset).

Geometry (Å):
Tc (1.30, 0.47, 0.49)
S (-2.68, 2.78, 0.56)
Sb (-3.72, 1.12, 1.95)
S (-1.89, -0.60, 1.80)
S (-0.95, -0.13, 0.02)
S (-4.07, 1.49, -0.39)
C (3.17, -1.26, -3.24)
C (3.87, -2.20, -2.23)
C (3.09, -2.00, -0.93)
O (2.31, -0.79, -1.12)
C (1.91, -0.82, -2.52)
H (2.93, -1.75, -4.18)
H (3.80, -0.39, -3.46)
H (4.92, -1.93, -2.11)
H (3.82, -3.24, -2.55)
H (3.72, -1.87, -0.06)
H (2.40, -2.83, -0.74)
H (1.55, 0.15, -2.80)
H (1.12, -1.56, -2.65)
N (1.06, 1.76, -0.97)
S (2.11, 2.94, -1.46)
C (2.73, 2.52, -3.08)
C (4.10, 2.34, -3.18)
C (4.67, 2.13, -4.43)
C (3.85, 2.10, -5.55)
C (2.48, 2.28, -5.44)
C (1.90, 2.49, -4.20)
C (1.08, 4.35, -1.86)
C (1.78, 5.49, -2.23)
C (1.07, 6.63, -2.56)
C (-0.33, 6.61, -2.50)
C (-1.00, 5.46, -2.14)
C (-0.30, 4.31, -1.80)
H (0.24, 1.71, -1.58)
H (4.73, 2.40, -2.29)
H (5.74, 2.01, -4.52)
H (4.30, 1.96, -6.53)
H (1.85, 2.26, -6.32)
H (0.83, 2.65, -4.11)
H (2.87, 5.49, -2.28)
H (1.59, 7.52, -2.86)
H (-0.88, 7.51, -2.75)
H (-2.08, 5.45, -2.11)
H (-0.83, 3.40, -1.52)
S (-1.40, 0.68, -3.29)
P (-2.03, -1.11, -2.85)
S (-1.06, -1.90, -1.03)
C (-1.63, -2.42, -4.02)
C (-2.17, -2.25, -5.30)
C (-1.97, -3.24, -6.25)
C (-1.26, -4.39, -5.93)
C (-0.73, -4.55, -4.65)
C (-0.91, -3.57, -3.69)
C (-3.80, -1.24, -2.53)
C (-4.64, -0.21, -2.95)
C (-6.02, -0.38, -2.86)
C (-6.53, -1.57, -2.35)
C (-5.69, -2.59, -1.93)
C (-4.31, -2.43, -2.03)
H (-2.74, -1.37, -5.54)
H (-2.39, -3.11, -7.24)
H (-1.11, -5.16, -6.67)
H (-0.18, -5.45, -4.41)
H (-0.52, -3.71, -2.70)
H (-4.23, 0.70, -3.36)
H (-6.68, 0.40, -3.19)
H (-7.61, -1.70, -2.28)
H (-6.10, -3.52, -1.56)
H (-3.65, -3.22, -1.71)
C (3.56, 3.60, 5.06)
N (2.31, 3.26, 4.38)
N (2.23, 2.35, 3.35)
C (0.93, 2.30, 2.92)
O (0.50, 1.53, 1.97)
C (0.20, 3.19, 3.71)
C (1.08, 3.77, 4.60)
C (0.84, 4.81, 5.63)
C (3.31, 1.59, 2.84)
C (3.55, 1.68, 1.48)
C (4.53, 0.87, 0.90)
C (5.29, 0.03, 1.70)
C (5.07, -0.01, 3.07)
C (4.07, 0.77, 3.65)
H (4.40, 3.40, 4.40)
H (3.68, 3.02, 5.97)
H (3.55, 4.66, 5.30)
H (-0.85, 3.39, 3.62)
H (-0.22, 5.00, 5.73)
H (1.34, 5.74, 5.36)
H (1.23, 4.50, 6.61)
H (3.06, 2.46, 0.91)
H (4.72, 0.94, -0.16)
H (6.07, -0.58, 1.26)
H (5.67, -0.66, 3.70)
H (3.88, 0.71, 4.72)
C (1.49, -2.34, 4.90)
N (0.78, -2.87, 3.76)
C (-0.16, -4.00, 3.92)
C (-0.73, -4.18, 2.50)
N (0.16, -3.31, 1.71)
C (0.91, -2.53, 2.48)
S (2.00, -1.30, 1.95)
H (0.80, -1.82, 5.57)
H (2.26, -1.64, 4.57)
H (1.96, -3.15, 5.46)
H (-0.92, -3.75, 4.65)
H (0.39, -4.88, 4.26)
H (-1.76, -3.83, 2.42)
H (-0.67, -5.21, 2.15)
H (0.03, -3.16, 0.73)

## Properties
**HOMO-LUMO gap (alpha / beta)**: 6.4503 / 6.4511 eV
**Molar mass**: 1175.2 g mol⁻¹
**Total energy**: -5939.39412 a.u.
**Total charge**: +3
**Highest occupied orbital energy (alpha / beta)**: -14.625 / -14.625 eV

# C43H49N5OP

A 2-piece molecular cluster, C43H49N5OP overall in a non-equilibrium geometry (ωB97M-V with the def2-TZVPD basis set, the Open Molecules 2025 dataset).

Geometry (Å):
C (5.20, -3.09, 7.40)
C (4.49, -2.30, 6.35)
C (4.93, -1.02, 6.00)
C (4.31, -0.26, 5.01)
C (4.87, 1.11, 4.76)
C (3.19, -0.80, 4.35)
N (2.40, 0.04, 3.49)
P (2.31, 0.00, 1.75)
H (0.89, -0.47, 1.65)
N (1.96, 1.71, 1.78)
C (2.23, 2.68, 0.76)
C (1.34, 2.81, -0.32)
C (0.17, 1.88, -0.41)
C (1.48, 3.88, -1.20)
C (2.52, 4.81, -1.06)
C (2.67, 5.93, -2.05)
C (3.37, 4.68, 0.04)
C (3.26, 3.63, 0.94)
C (4.20, 3.59, 2.11)
C (1.55, 2.12, 3.04)
C (1.79, 1.18, 4.00)
C (2.70, -2.07, 4.70)
C (1.41, -2.56, 4.11)
C (3.34, -2.79, 5.71)
H (4.71, -4.05, 7.56)
H (6.24, -3.28, 7.11)
H (5.24, -2.56, 8.36)
H (5.75, -0.56, 6.56)
H (4.11, 1.82, 4.43)
H (5.29, 1.48, 5.70)
H (5.68, 1.12, 4.01)
H (-0.44, 2.14, -1.28)
H (0.46, 0.83, -0.50)
H (-0.47, 1.99, 0.48)
H (0.74, 4.03, -1.98)
H (3.51, 6.58, -1.79)
H (2.85, 5.53, -3.05)
H (1.77, 6.56, -2.10)
H (4.13, 5.44, 0.23)
H (4.89, 4.45, 2.02)
H (3.68, 3.71, 3.06)
H (4.82, 2.68, 2.17)
H (1.18, 3.12, 3.22)
H (1.64, 1.30, 5.06)
H (1.19, -3.56, 4.50)
H (0.59, -1.90, 4.41)
H (1.43, -2.63, 3.02)
H (2.91, -3.74, 6.04)
C (-5.63, -1.59, -4.75)
N (-4.35, -1.13, -4.27)
C (-3.67, -0.15, -4.92)
O (-4.01, 0.38, -5.98)
C (-2.41, 0.17, -4.12)
C (-2.46, 1.58, -3.52)
C (-2.59, 2.69, -4.54)
C (-3.65, 3.60, -4.45)
C (-3.86, 4.53, -5.47)
C (-2.98, 4.59, -6.56)
C (-1.86, 3.74, -6.60)
C (-1.66, 2.80, -5.59)
N (-2.42, -0.89, -3.09)
C (-1.33, -0.98, -2.30)
C (-1.03, -1.82, -1.22)
C (-1.84, -2.74, -0.61)
C (-1.53, -3.74, 0.36)
C (-2.52, -4.72, 0.61)
C (-2.32, -5.73, 1.52)
C (-1.12, -5.80, 2.23)
C (-0.96, -6.82, 3.23)
N (-0.87, -7.67, 4.03)
C (-0.11, -4.86, 1.99)
C (-0.29, -3.84, 1.06)
C (-3.66, -1.69, -3.11)
C (-4.55, -1.43, -1.87)
C (-3.40, -3.19, -3.37)
H (-6.01, -0.91, -5.53)
H (-5.55, -2.60, -5.17)
H (-6.34, -1.61, -3.92)
H (-1.52, 0.05, -4.76)
H (-3.30, 1.62, -2.81)
H (-1.53, 1.72, -2.95)
H (-4.32, 3.54, -3.59)
H (-4.72, 5.20, -5.42)
H (-3.15, 5.31, -7.36)
H (-1.15, 3.80, -7.42)
H (-0.80, 2.13, -5.60)
H (-0.53, -0.30, -2.60)
H (-0.03, -1.69, -0.82)
H (-2.86, -2.81, -0.98)
H (-3.46, -4.66, 0.06)
H (-3.10, -6.47, 1.69)
H (0.83, -4.95, 2.54)
H (0.50, -3.12, 0.86)
H (-5.19, -0.56, -2.06)
H (-5.19, -2.30, -1.69)
H (-3.95, -1.22, -0.97)
H (-3.25, -3.34, -4.45)
H (-2.51, -3.55, -2.84)
H (-4.27, -3.77, -3.05)

## Properties
**HOMO-LUMO gap**: 3.8197 eV
**Molar mass**: 682.9 g mol⁻¹
**Total energy**: -2358.07295 a.u.
**Total charge**: +1
**Highest occupied orbital energy**: -9.060 eV

- Which formula does entry 2 have?
  C43H49N5OP

- Which of these has the highest molar mass?
  C43H49N5O2PS8SbTc

- What is the formula in the second record?
  C43H49N5OP

- total energy of number 2 (C43H49N5OP)?
  -2358.07295 a.u.